# 1
{
  "formula": "C7H15N",
  "method": "ωB97M-V/def2-TZVPD",
  "e_tot_ev": -8980.00439,
  "homo_energy_ev": -6.08,
  "symbols": ["C", "C", "C", "C", "C", "C", "C", "N", "H", "H", "H", "H", "H", "H", "H", "H", "H", "H", "H", "H", "H", "H", "H"],
  "xyz": [[2.289, -0.185, -2.168], [-0.630, -0.375, -1.369], [0.410, 0.525, -0.846], [0.945, 0.664, 0.557], [-0.047, 0.767, 1.642], [-0.924, -0.300, 2.008], [-2.093, -0.202, 2.678], [-2.077, -0.358, -0.764], [1.909, -1.028, -2.991], [3.410, 0.377, -2.442], [2.804, -1.004, -1.481], [-0.871, -0.032, -2.472], [1.350, -0.598, -0.973], [0.142, 1.511, -0.795], [1.859, 0.057, 0.655], [1.542, 1.642, 0.562], [0.233, 1.365, 2.577], [-2.500, 0.485, -1.103], [-0.388, -1.317, 1.922], [-2.689, -1.086, 2.879], [-2.235, 0.845, 3.052], [-0.490, -1.437, -1.400], [-1.950, -0.315, 0.271]]
}



# 2
{
  "formula": "C46H42FN4O3S6SiTm",
  "method": "ωB97M-V/def2-TZVPD",
  "s2": 2.0018,
  "e_tot_ev": -165627.40857,
  "spin_multiplicity": 3,
  "charge": -2,
  "homo_energy_ev": [-1.92, -1.92],
  "symbols": ["Tm", "O", "N", "C", "C", "C", "C", "C", "S", "H", "H", "H", "H", "S", "C", "N", "C", "C", "C", "C", "C", "C", "S", "H", "H", "H", "H", "C", "Si", "C", "C", "N", "C", "C", "C", "C", "C", "C", "F", "H", "H", "H", "H", "H", "H", "H", "H", "H", "H", "H", "H", "H", "N", "C", "C", "C", "C", "C", "C", "C", "C", "C", "H", "H", "H", "H", "O", "S", "C", "C", "C", "C", "C", "C", "C", "C", "C", "C", "C", "C", "C", "C", "H", "H", "H", "H", "H", "H", "H", "H", "H", "H", "H", "H", "H", "H", "C", "O", "C", "S", "S", "H", "H", "H"],
  "xyz": [[0.408, 1.410, -0.193], [2.706, 1.216, 0.583], [3.282, 1.725, 1.636], [4.569, 2.107, 1.535], [5.276, 2.582, 2.611], [4.629, 2.696, 3.843], [3.310, 2.321, 3.937], [2.598, 1.826, 2.828], [0.986, 1.302, 2.920], [4.995, 1.992, 0.549], [6.314, 2.854, 2.485], [5.157, 3.063, 4.714], [2.753, 2.392, 4.859], [2.380, 2.982, -1.961], [2.395, 1.396, -2.483], [1.696, 0.415, -1.946], [1.840, -0.778, -2.612], [1.202, -1.972, -2.284], [1.456, -3.097, -3.046], [2.333, -3.053, -4.129], [2.977, -1.871, -4.467], [2.723, -0.742, -3.704], [3.371, 0.867, -3.870], [0.529, -1.981, -1.436], [0.967, -4.033, -2.798], [2.517, -3.947, -4.713], [3.665, -1.823, -5.302], [-3.528, 4.624, -2.037], [-2.893, 3.389, -0.723], [-3.404, 1.740, -1.487], [-4.004, 3.659, 0.812], [-1.236, 3.457, -0.225], [-0.702, 4.624, 0.203], [-1.331, 5.899, 0.224], [-0.687, 7.046, 0.647], [0.630, 7.026, 1.091], [1.280, 5.798, 1.128], [0.609, 4.682, 0.711], [1.267, 3.476, 0.816], [-4.545, 4.348, -2.327], [-2.904, 4.562, -2.931], [-3.549, 5.667, -1.716], [-4.374, 1.413, -1.099], [-2.683, 0.950, -1.302], [-3.493, 1.853, -2.569], [-5.060, 3.489, 0.586], [-3.904, 4.676, 1.202], [-3.718, 2.973, 1.613], [-2.356, 5.963, -0.110], [-1.229, 7.986, 0.626], [1.135, 7.931, 1.401], [2.302, 5.700, 1.474], [-8.364, -2.483, 3.570], [-7.349, -2.163, 3.128], [-6.097, -1.757, 2.588], [-5.130, -1.185, 3.423], [-3.921, -0.777, 2.906], [-3.643, -0.907, 1.534], [-4.630, -1.456, 0.701], [-5.832, -1.885, 1.219], [-2.413, -0.443, 1.012], [-1.403, 0.087, 0.573], [-5.352, -1.058, 4.475], [-3.167, -0.325, 3.536], [-4.437, -1.523, -0.362], [-6.590, -2.312, 0.573], [1.192, -1.179, 0.800], [1.459, -1.694, 2.154], [3.325, -1.635, 2.420], [4.077, -2.186, 1.259], [4.089, -1.493, 0.048], [4.713, -2.042, -1.062], [5.334, -3.280, -0.980], [5.338, -3.969, 0.224], [4.704, -3.430, 1.333], [1.426, -3.552, 1.934], [0.075, -3.993, 1.486], [-0.960, -4.194, 2.397], [-2.209, -4.608, 1.964], [-2.439, -4.825, 0.613], [-1.415, -4.627, -0.301], [-0.168, -4.208, 0.133], [3.505, -2.183, 3.346], [3.535, -0.580, 2.578], [3.583, -0.537, -0.028], [4.692, -1.510, -2.004], [5.817, -3.706, -1.851], [5.818, -4.938, 0.296], [4.688, -3.980, 2.268], [1.688, -3.978, 2.905], [2.177, -3.793, 1.186], [-0.776, -4.021, 3.452], [-3.013, -4.750, 2.675], [-3.416, -5.142, 0.274], [-1.590, -4.801, -1.356], [0.631, -4.037, -0.579], [-2.307, -1.772, -5.194], [-1.658, -0.849, -4.341], [-1.638, 0.481, -4.662], [-2.432, 1.053, -6.023], [-0.754, 1.420, -3.589], [-1.935, -2.758, -4.913], [-2.091, -1.564, -6.242], [-3.393, -1.735, -5.061]]
}



# 3
{
  "formula": "C13H12FeN2O2Te4",
  "method": "ωB97M-V/def2-TZVPD",
  "e_tot_ev": -84307.81261,
  "charge": -2,
  "homo_energy_ev": [-1.08, -1.08],
  "symbols": ["Fe", "O", "N", "N", "O", "C", "C", "C", "C", "C", "C", "H", "H", "H", "H", "H", "Te", "Te", "Te", "Te", "C", "C", "C", "C", "C", "C", "C", "H", "H", "H", "H", "H", "H", "H"],
  "xyz": [[1.155, 0.724, 1.109], [-0.269, -0.431, 0.702], [-0.489, 0.160, 1.870], [-1.077, 1.485, 1.587], [-0.095, 2.132, 0.812], [-2.332, 1.431, 0.999], [-3.301, 0.544, 1.495], [-4.580, 0.552, 0.974], [-4.937, 1.435, -0.044], [-3.974, 2.305, -0.537], [-2.682, 2.307, -0.032], [-3.021, -0.147, 2.279], [-5.314, -0.146, 1.364], [-5.942, 1.435, -0.448], [-4.229, 2.989, -1.340], [-1.916, 2.964, -0.418], [1.650, 1.812, 3.434], [2.836, 0.092, 5.042], [5.339, 0.400, 1.614], [3.357, 2.119, 1.250], [1.489, 0.491, -0.889], [1.892, -0.885, -1.258], [3.238, -1.259, -1.347], [3.609, -2.550, -1.693], [2.646, -3.511, -1.970], [1.303, -3.160, -1.884], [0.933, -1.872, -1.532], [0.492, 0.725, -1.256], [2.195, 1.228, -1.267], [4.005, -0.534, -1.105], [4.662, -2.806, -1.732], [2.936, -4.521, -2.238], [0.535, -3.899, -2.087], [-0.114, -1.610, -1.451]]
}



# 4
{
  "formula": "C11H42B2N8NiO5",
  "method": "ωB97M-V/def2-TZVPD",
  "s2": 2.0042,
  "e_tot_ev": -76642.36081,
  "spin_multiplicity": 3,
  "homo_energy_ev": [-8.96, -8.97],
  "symbols": ["Ni", "B", "H", "H", "H", "H", "B", "H", "H", "H", "H", "C", "C", "C", "O", "C", "N", "H", "H", "H", "H", "H", "H", "H", "H", "H", "H", "H", "C", "C", "C", "O", "C", "N", "H", "H", "H", "H", "H", "H", "H", "H", "H", "H", "H", "C", "O", "N", "N", "H", "H", "H", "H", "C", "O", "N", "N", "H", "H", "H", "H", "C", "O", "N", "N", "H", "H", "H", "H"],
  "xyz": [[-0.988, -1.478, -1.207], [0.129, -0.329, 0.303], [0.747, -1.129, -0.312], [0.751, -0.019, 1.274], [-0.086, 0.630, -0.392], [-0.940, -0.746, 0.609], [0.357, -1.326, -3.132], [-0.623, -0.672, -2.973], [1.321, -0.613, -3.082], [0.430, -2.192, -2.326], [0.265, -1.906, -4.178], [0.553, 2.562, 4.097], [0.540, 3.054, 2.655], [1.878, 2.724, 2.019], [1.903, 3.120, 0.681], [3.169, 2.951, 0.075], [-0.580, 2.479, 1.892], [-0.428, 2.580, 4.563], [1.214, 3.192, 4.699], [0.941, 1.539, 4.138], [0.369, 4.134, 2.695], [2.030, 1.641, 2.106], [2.658, 3.214, 2.624], [3.513, 1.914, 0.202], [3.949, 3.586, 0.504], [3.023, 3.103, -0.992], [-0.300, 1.612, 1.433], [-0.788, 3.099, 1.116], [-0.561, -3.176, 2.028], [-1.003, -3.909, 0.774], [-2.487, -3.885, 0.539], [-2.873, -2.528, 0.374], [-4.240, -2.314, 0.316], [-0.340, -3.312, -0.428], [-0.821, -3.867, 2.851], [-1.140, -2.305, 2.324], [0.505, -2.984, 2.083], [-0.683, -4.953, 0.833], [-3.054, -4.315, 1.370], [-2.741, -4.398, -0.400], [-4.686, -2.533, -0.663], [-4.455, -1.276, 0.575], [-4.809, -2.893, 1.061], [-0.458, -3.960, -1.210], [0.678, -3.360, -0.281], [0.217, 3.309, -2.522], [-0.370, 3.535, -3.570], [0.613, 4.317, -1.674], [0.578, 2.042, -2.136], [1.254, 4.188, -0.909], [0.592, 5.236, -2.077], [0.386, 1.265, -2.743], [1.012, 1.900, -1.238], [-3.122, 0.974, -1.175], [-2.581, -0.128, -1.256], [-4.466, 1.133, -1.260], [-2.387, 2.114, -1.087], [-4.863, 2.055, -1.269], [-5.096, 0.368, -1.408], [-1.400, 1.960, -0.930], [-2.753, 2.960, -0.684], [3.441, -2.564, -0.529], [2.526, -3.378, -0.408], [4.700, -2.981, -0.885], [3.296, -1.212, -0.352], [4.882, -3.956, -1.020], [5.436, -2.332, -1.093], [2.328, -0.960, -0.198], [3.938, -0.599, -0.818]]
}



# 5
{
  "formula": "C21H29EuN6O5S",
  "method": "ωB97M-V/def2-TZVPD",
  "s2": 15.7591,
  "e_tot_ev": -71585.84296,
  "spin_multiplicity": 8,
  "charge": 1,
  "homo_energy_ev": [-9.51, -10.63],
  "symbols": ["Eu", "C", "C", "O", "C", "C", "O", "C", "C", "O", "C", "C", "O", "C", "C", "O", "H", "H", "H", "H", "H", "H", "H", "H", "H", "H", "H", "H", "H", "H", "H", "H", "H", "H", "H", "H", "C", "N", "C", "C", "N", "C", "S", "C", "C", "C", "C", "C", "N", "H", "H", "H", "H", "H", "H", "H", "H", "H", "N", "C", "N", "C", "N"],
  "xyz": [[0.251, 0.187, 0.652], [-0.470, -3.048, 1.934], [-1.816, -2.489, 1.559], [-1.784, -1.078, 1.771], [-3.035, -0.417, 1.598], [-2.893, 1.020, 2.024], [-1.830, 1.687, 1.369], [-2.158, 2.531, 0.260], [-2.490, 1.756, -0.991], [-1.556, 0.699, -1.136], [-1.862, -0.166, -2.224], [-0.748, -1.148, -2.410], [-0.361, -1.655, -1.130], [0.224, -2.948, -1.108], [1.131, -3.055, 0.100], [0.599, -2.400, 1.257], [-0.448, -4.124, 1.728], [-0.297, -2.914, 3.005], [-2.583, -2.939, 2.201], [-2.071, -2.687, 0.512], [-3.794, -0.895, 2.231], [-3.349, -0.506, 0.551], [-2.691, 1.068, 3.097], [-3.843, 1.537, 1.844], [-1.293, 3.176, 0.100], [-3.015, 3.160, 0.528], [-2.437, 2.423, -1.860], [-3.503, 1.326, -0.950], [-1.974, 0.424, -3.139], [-2.809, -0.680, -2.002], [0.128, -0.705, -2.895], [-1.109, -1.959, -3.052], [0.832, -3.114, -2.006], [-0.574, -3.702, -1.109], [2.083, -2.562, -0.098], [1.307, -4.111, 0.334], [3.974, 3.569, -0.632], [3.933, 2.695, 0.552], [5.035, 2.049, 1.079], [4.616, 1.337, 2.139], [3.246, 1.540, 2.239], [2.816, 2.379, 1.243], [1.264, 2.947, 0.906], [2.469, 1.090, 3.355], [2.953, 1.267, 4.638], [2.169, 0.808, 5.686], [0.938, 0.226, 5.420], [0.545, 0.113, 4.095], [1.313, 0.513, 3.081], [4.928, 4.087, -0.620], [3.157, 4.279, -0.543], [3.840, 2.967, -1.526], [6.006, 2.150, 0.632], [5.137, 0.685, 2.813], [3.893, 1.771, 4.813], [2.519, 0.924, 6.703], [0.288, -0.128, 6.206], [-0.410, -0.328, 3.823], [2.354, -0.128, -0.498], [2.258, 0.568, -1.431], [2.235, 1.287, -2.521], [1.016, 1.705, -2.849], [-0.012, 2.123, -3.172]]
}



# 6
{
  "formula": "C2H9N2O",
  "method": "ωB97M-V/def2-TZVPD",
  "s2": 0.7546,
  "e_tot_ev": -7244.01027,
  "spin_multiplicity": 2,
  "homo_energy_ev": [-8.59, -8.51],
  "symbols": ["C", "O", "H", "H", "H", "N", "C", "N", "H", "H", "H", "H", "H", "H"],
  "xyz": [[1.814, 1.476, 0.447], [0.786, 0.775, 1.051], [1.945, 2.583, 0.655], [2.830, 0.908, 0.711], [1.876, 1.420, -0.656], [-1.420, -0.807, 0.898], [-1.231, -1.402, -0.433], [-0.344, -0.607, -1.240], [-0.528, -0.243, 1.170], [-2.189, -0.133, 0.860], [-0.914, -2.455, -0.238], [-2.071, -1.568, -1.043], [-0.888, 0.164, -1.550], [0.334, -0.110, -0.631]]
}



# 7
{
  "formula": "C2H3BrO2",
  "method": "ωB97M-V/def2-TZVPD",
  "e_tot_ev": -76252.98368,
  "homo_energy_ev": [-11.10, -11.10],
  "symbols": ["C", "C", "O", "O", "Br", "H", "H", "H"],
  "xyz": [[0.201, -0.338, 0.231], [-0.854, 0.532, -0.286], [1.364, -0.040, 0.097], [3.322, -0.826, 0.503], [-2.681, 0.130, 0.362], [-0.024, -1.364, 0.566], [-0.906, 0.396, -1.344], [-0.423, 1.511, -0.128]]
}



# 8
{
  "formula": "C3H8F12NOP2Rb",
  "method": "ωB97M-V/def2-TZVPD",
  "e_tot_ev": -58631.79146,
  "homo_energy_ev": -10.94,
  "symbols": ["Rb", "C", "C", "O", "N", "H", "H", "C", "H", "H", "H", "H", "H", "H", "P", "F", "F", "F", "F", "F", "F", "P", "F", "F", "F", "F", "F", "F"],
  "xyz": [[1.007, -13.902, 9.254], [4.423, -10.635, 10.773], [4.455, -12.068, 10.255], [3.424, -12.751, 10.142], [5.842, -12.640, 9.829], [6.384, -12.896, 10.641], [5.639, -13.541, 9.421], [6.675, -11.830, 8.777], [3.977, -10.636, 11.767], [4.012, -9.898, 10.084], [5.413, -10.284, 11.063], [6.003, -11.743, 7.923], [7.515, -12.459, 8.482], [6.996, -10.859, 9.153], [-0.613, -14.779, 6.001], [-0.259, -13.503, 7.002], [-2.000, -15.085, 6.816], [-1.345, -13.756, 4.905], [-0.876, -16.113, 5.057], [0.729, -14.729, 5.145], [0.187, -15.755, 7.086], [0.106, -10.562, 10.809], [1.488, -9.649, 10.760], [-0.199, -9.769, 12.238], [-0.696, -9.404, 10.055], [-1.328, -11.438, 10.934], [0.495, -11.187, 9.386], [1.013, -11.755, 11.514]]
}